i) {
  "formula": "C18H58O11",
  "method": "ωB97M-V/def2-TZVPD",
  "symbols": ["O", "H", "H", "O", "H", "H", "O", "H", "H", "O", "H", "H", "O", "H", "H", "C", "C", "C", "O", "H", "H", "H", "H", "H", "H", "H", "H", "C", "C", "C", "O", "H", "H", "H", "H", "H", "H", "H", "H", "C", "C", "C", "O", "H", "H", "H", "H", "H", "H", "H", "H", "C", "C", "C", "O", "H", "H", "H", "H", "H", "H", "H", "H", "C", "C", "C", "O", "H", "H", "H", "H", "H", "H", "H", "H", "C", "C", "C", "O", "H", "H", "H", "H", "H", "H", "H", "H"],
  "coordinates": [[-2.6168, 2.0623, 3.1666], [-1.8960, 1.6450, 3.6384], [-2.2133, 2.8084, 2.7231], [-4.6932, -0.8956, 1.3478], [-3.9260, -1.2777, 0.9216], [-4.4030, -0.0289, 1.6322], [-1.0927, 2.4608, -2.4754], [-0.5168, 2.6926, -3.2040], [-1.9694, 2.4418, -2.8592], [-1.0370, -0.9669, -0.0617], [-0.7439, -0.7275, 0.8175], [-1.2474, -0.1321, -0.4801], [0.2588, -5.4137, -0.9032], [0.1501, -4.4704, -0.7821], [0.3192, -5.7643, -0.0146], [4.0171, 0.6975, -0.5813], [5.3935, 0.2245, 0.0310], [6.2878, 1.4272, 0.2538], [5.1136, -0.2994, 1.2574], [3.3674, -0.0900, -0.9630], [4.1332, 1.3434, -1.4517], [3.4161, 1.2729, 0.1228], [5.8924, -0.5820, -0.5063], [5.8139, 2.1233, 0.9460], [6.5324, 1.9383, -0.6773], [7.2574, 1.1593, 0.6735], [5.9190, -0.6173, 1.6720], [-7.1972, 2.7490, -4.2863], [-6.0479, 1.9160, -3.7137], [-6.3628, 0.4147, -3.5481], [-4.9614, 2.1531, -4.5629], [-7.1671, 3.8352, -4.2013], [-7.9779, 2.4058, -3.6075], [-7.5823, 2.3829, -5.2381], [-5.7200, 2.2993, -2.7474], [-6.7526, 0.0908, -4.5131], [-7.1812, 0.1926, -2.8633], [-5.5000, -0.1173, -3.1471], [-5.2690, 1.8539, -5.4217], [2.4628, 1.8911, 5.6138], [1.9774, 0.4814, 5.5707], [0.8998, 0.2543, 6.6207], [1.5505, 0.0638, 4.2918], [2.8966, 2.1064, 6.5903], [1.6514, 2.5949, 5.4278], [3.3084, 2.0747, 4.9510], [2.8084, -0.2076, 5.7217], [0.6454, -0.7829, 6.8389], [0.0039, 0.8609, 6.4888], [1.2662, 0.6501, 7.5678], [2.3122, 0.0452, 3.7078], [2.4345, -7.3436, 3.8339], [0.8869, -7.4464, 4.0508], [0.3083, -6.0652, 4.4063], [0.2521, -7.8243, 2.8157], [2.7957, -6.7409, 3.0007], [2.8264, -8.3389, 3.6242], [2.9071, -6.8874, 4.7037], [0.7056, -8.1613, 4.8533], [0.5975, -5.2882, 3.6988], [0.7630, -5.7776, 5.3543], [-0.7717, -6.2011, 4.4620], [-0.3735, -8.5355, 2.9719], [-1.5968, -2.8726, -5.7828], [-0.7941, -2.1440, -6.9420], [0.7248, -2.4577, -6.8548], [-1.1784, -2.6809, -8.1766], [-2.6706, -2.6893, -5.8212], [-1.2052, -2.6528, -4.7896], [-1.5152, -3.9573, -5.8523], [-0.9998, -1.0751, -6.9991], [1.0029, -3.5000, -6.6985], [1.1434, -1.9895, -5.9639], [1.2844, -2.1673, -7.7439], [-0.8604, -2.1576, -8.9160], [0.5256, 7.6511, 1.5572], [0.5739, 6.7474, 0.4152], [1.9886, 6.5176, -0.1104], [0.0787, 5.4904, 0.7716], [1.2050, 7.3533, 2.3559], [-0.4976, 7.7876, 1.9073], [0.8086, 8.6442, 1.2082], [-0.0203, 7.1750, -0.3924], [2.0719, 5.8027, -0.9290], [2.6043, 6.1785, 0.7226], [2.4550, 7.4168, -0.5129], [-0.0407, 4.9501, -0.0128]],
  "total_charge": 0,
  "e_lumo_ev": 0.1,
  "smiles": "CC(C)O.CC(C)O.CC(C)O.CC(C)O.CC(C)O.CC(C)O.O.O.O.O.O",
  "homo_ev": -9.94,
  "homo_lumo_gap_ev": 10.0355
}

ii) {
  "formula": "C18H58O11",
  "method": "ωB97M-V/def2-TZVPD",
  "symbols": ["O", "H", "H", "O", "H", "H", "C", "C", "O", "H", "H", "H", "H", "H", "H", "C", "C", "O", "H", "H", "H", "H", "H", "H", "C", "C", "O", "H", "H", "H", "H", "H", "H", "C", "C", "O", "H", "H", "H", "H", "H", "H", "C", "C", "O", "H", "H", "H", "H", "H", "H", "C", "C", "O", "H", "H", "H", "H", "H", "H", "C", "C", "O", "H", "H", "H", "H", "H", "H", "C", "C", "O", "H", "H", "H", "H", "H", "H", "C", "C", "O", "H", "H", "H", "H", "H", "H"],
  "coordinates": [[9.1083, -1.5394, 7.3430], [9.5976, -2.3334, 7.5584], [8.1939, -1.7684, 7.5095], [13.1994, 4.8402, 12.1222], [13.4599, 4.8886, 11.2024], [12.8768, 3.9459, 12.2335], [8.3125, -2.9562, 13.0021], [7.6698, -3.6749, 14.2187], [6.2720, -3.5794, 14.0960], [8.1797, -3.5163, 12.0765], [9.3413, -2.7466, 13.2949], [7.7600, -2.0245, 12.8806], [7.9708, -3.2691, 15.1845], [7.9333, -4.7326, 14.2142], [6.1492, -2.6282, 14.0554], [13.1797, -0.5021, 4.5648], [13.5183, -0.2581, 6.0654], [12.6784, 0.6631, 6.7008], [12.1640, -0.8748, 4.4325], [13.8607, -1.2822, 4.2246], [13.2899, 0.3599, 3.9069], [14.5820, -0.0227, 6.1010], [13.3530, -1.1567, 6.6598], [11.8685, 0.1760, 6.8693], [17.0991, -2.3391, 11.9620], [16.0601, -1.4170, 12.6070], [15.4781, -2.2415, 13.5744], [16.7810, -3.0434, 11.1933], [17.7538, -2.8357, 12.6781], [17.7779, -1.7475, 11.3476], [15.4992, -1.0691, 11.7395], [16.4972, -0.6029, 13.1850], [16.1091, -2.4494, 14.2674], [13.6886, 1.7862, 16.0900], [14.9119, 1.8219, 16.9933], [15.6432, 2.9845, 16.8392], [14.0164, 2.2891, 15.1802], [12.8863, 2.4447, 16.4227], [13.2518, 0.7960, 15.9607], [15.5918, 0.9912, 16.8038], [14.7172, 1.6176, 18.0461], [15.4115, 3.6059, 17.5333], [9.0764, 2.3357, 11.9092], [10.0717, 1.5474, 11.1183], [11.3991, 1.6040, 11.7158], [8.9175, 1.7936, 12.8414], [8.1284, 2.4498, 11.3835], [9.4633, 3.3238, 12.1583], [10.1845, 2.1092, 10.1911], [9.7591, 0.5328, 10.8713], [11.7992, 0.7314, 11.7179], [8.4294, 3.4012, 6.2617], [9.6372, 4.0764, 5.6221], [10.3162, 3.0934, 4.8722], [7.9964, 4.0908, 6.9864], [8.6607, 2.4722, 6.7829], [7.6485, 3.2540, 5.5156], [10.3273, 4.3756, 6.4110], [9.4179, 5.0268, 5.1355], [10.7566, 2.4912, 5.4764], [16.0243, 5.9409, 7.7209], [15.4371, 4.5689, 7.5576], [14.4132, 4.3157, 8.4558], [16.9977, 6.0797, 7.2504], [16.0338, 6.2139, 8.7761], [15.3870, 6.7050, 7.2758], [16.2545, 3.8833, 7.7812], [15.1456, 4.3399, 6.5326], [13.8918, 3.5539, 8.1923], [9.7970, 7.9986, 16.0150], [10.3602, 7.5806, 14.7111], [11.6598, 7.1293, 14.9543], [9.4783, 7.1502, 16.6205], [8.9246, 8.6034, 15.7678], [10.4664, 8.5846, 16.6447], [10.2756, 8.3479, 13.9416], [9.7042, 6.7731, 14.3861], [11.9758, 6.5508, 14.2564], [4.8829, -0.1624, 9.0050], [4.6579, -1.6516, 9.1234], [5.5624, -2.2226, 8.2244], [5.9435, 0.0597, 9.1232], [4.3181, 0.4562, 9.7024], [4.5509, 0.3310, 8.0916], [3.5928, -1.7813, 8.9312], [4.9302, -1.9854, 10.1247], [5.0551, -2.6233, 7.5147]],
  "total_charge": 0,
  "e_lumo_ev": 0.1,
  "smiles": "CCO.CCO.CCO.CCO.CCO.CCO.CCO.CCO.CCO.O.O",
  "homo_ev": -9.87,
  "homo_lumo_gap_ev": 9.9322
}

i) comes first in stability; the runner-up is 2.554 eV higher.